Below is a structure of composition C15H31BNO4RuSSe2Si, with properties calculated with wB97M-V/def2-TZVPD.

Last column: Mulliken charge in e.
Geometry (Å):
1 Ru -1.059 -0.397 0.284  0.182
2 O -2.018 2.978 1.899  -0.483
3 C -2.289 2.689 3.249  -1.399
4 C -1.519 1.489 3.837  2.214
5 C -1.508 1.754 5.353  -1.177
6 O -0.994 0.682 6.138  -0.560
7 C -2.266 0.168 3.599  -1.617
8 Se -3.096 -0.093 1.834  -0.497
9 C -0.063 1.473 3.349  -1.157
10 Se 0.583 0.323 1.865  -0.537
11 H -2.246 2.168 1.404  0.311
12 H -3.364 2.519 3.405  0.296
13 H -2.010 3.592 3.808  0.458
14 H -2.532 1.991 5.679  0.403
15 H -0.875 2.620 5.568  0.424
16 H -1.236 -0.134 5.686  0.385
17 H -3.081 0.084 4.327  0.443
18 H -1.581 -0.674 3.736  0.440
19 H 0.572 1.168 4.183  0.399
20 H 0.219 2.489 3.070  0.334
21 S -4.115 -1.837 -3.232  -0.562
22 C -3.130 -1.327 -2.018  0.202
23 N -2.425 -0.975 -1.163  -0.866
24 C -0.318 -3.486 1.480  -1.232
25 Si 0.127 -2.369 -0.002  1.125
26 C -0.392 -3.390 -1.522  -1.182
27 C 2.033 -2.454 -0.034  -1.093
28 H 0.066 -4.504 1.337  0.312
29 H -1.402 -3.532 1.610  0.250
30 H 0.111 -3.069 2.395  0.211
31 H 0.201 -4.311 -1.587  0.341
32 H -0.261 -2.825 -2.448  0.190
33 H -1.449 -3.659 -1.469  0.274
34 H 2.345 -3.492 0.134  0.422
35 H 2.473 -1.827 0.745  0.246
36 H 2.439 -2.119 -0.991  0.143
37 C 1.807 2.531 -2.119  -2.114
38 C 1.978 1.036 -2.386  1.654
39 C 3.429 0.732 -2.726  -1.917
40 O 1.626 0.346 -1.195  -0.229
41 B 0.248 0.028 -1.232  1.032
42 O -0.186 0.228 -2.566  -0.616
43 C 0.938 0.489 -3.400  1.893
44 C 1.372 -0.834 -4.030  -1.920
45 C 0.525 1.464 -4.491  -1.970
46 H 2.405 2.792 -1.245  0.489
47 H 0.765 2.757 -1.890  0.376
48 H 2.130 3.139 -2.968  0.351
49 H 4.075 1.152 -1.953  0.476
50 H 3.708 1.174 -3.688  0.333
51 H 3.604 -0.342 -2.765  0.329
52 H 1.696 -1.535 -3.259  0.205
53 H 2.181 -0.698 -4.753  0.304
54 H 0.511 -1.269 -4.538  0.517
55 H 0.076 2.359 -4.064  0.362
56 H -0.217 0.988 -5.133  0.494
57 H 1.384 1.753 -5.104  0.309

Output
frontier orbital gap (spin up / spin down)	5.80 / 6.02	eV
charge	-2
spin multiplicity	2
molar mass	619.37	g mol⁻¹
lowest unoccupied orbital energy (spin up / spin down)	4.60 / 4.60	eV
ΔE to the lowest compared entry with this formula, charge and spin	0.0	kcal per mole
E_tot	-6556.3817	Ha

---

Below is a structure of composition C21H43LuN2OP3 in a non-equilibrium geometry, with properties calculated with wB97M-V/def2-TZVPD.

Last column: Mulliken charge in e.
Geometry (Å):
1 Lu -0.236 -0.248 0.358  1.244
2 P -2.699 0.989 -0.214  0.709
3 P 0.269 -2.920 0.412  0.855
4 P 0.019 0.199 -2.413  0.834
5 H 2.069 4.103 1.244  0.300
6 C 1.532 4.431 0.346  -0.597
7 C 0.222 4.731 0.379  -0.536
8 H -0.357 4.675 1.306  0.291
9 C -3.601 1.728 1.196  -1.191
10 C -3.866 -0.355 -0.685  -1.254
11 C -3.088 2.244 -1.487  -1.340
12 C 1.885 -3.765 0.558  -1.337
13 C -0.665 -3.835 1.694  -1.359
14 C -0.341 -3.657 -1.153  -1.220
15 C 0.092 1.967 -2.914  -1.123
16 C -1.316 -0.425 -3.508  -1.202
17 C 1.464 -0.432 -3.336  -1.246
18 H 2.128 4.529 -0.572  0.310
19 H -0.308 5.101 -0.505  0.281
20 H -2.898 2.287 1.825  0.302
21 H -4.081 0.959 1.814  0.322
22 H -4.366 2.418 0.815  0.493
23 H -4.049 -1.010 0.177  0.435
24 H -3.441 -0.961 -1.496  0.265
25 H -4.818 0.086 -1.017  0.398
26 H -2.371 3.071 -1.413  0.301
27 H -4.098 2.633 -1.299  0.556
28 H -3.048 1.833 -2.501  0.401
29 H 1.722 -4.810 0.863  0.499
30 H 2.506 -3.268 1.315  0.325
31 H 2.420 -3.740 -0.402  0.369
32 H -0.301 -4.872 1.735  0.543
33 H -1.740 -3.829 1.468  0.362
34 H -0.503 -3.359 2.673  0.310
35 H -0.171 -4.744 -1.142  0.476
36 H 0.195 -3.215 -2.009  0.280
37 H -1.417 -3.458 -1.269  0.404
38 H 0.636 2.052 -3.865  0.488
39 H 0.621 2.553 -2.150  0.042
40 H -0.914 2.387 -3.034  0.432
41 H -0.984 -0.344 -4.552  0.475
42 H -2.245 0.142 -3.375  0.329
43 H -1.511 -1.482 -3.281  0.311
44 H 1.292 -0.289 -4.413  0.547
45 H 1.600 -1.501 -3.131  0.315
46 H 2.373 0.100 -3.035  0.270
47 C 3.097 0.149 0.274  0.598
48 C 3.930 -0.891 0.668  -0.759
49 C 5.097 -1.078 -0.081  -0.787
50 C 5.411 -0.188 -1.118  -0.672
51 C 4.580 0.900 -1.424  -0.638
52 C 3.387 1.083 -0.702  -0.399
53 O 1.742 0.144 0.714  -0.444
54 H 1.587 -0.538 1.443  0.387
55 H 3.639 -1.552 1.485  0.767
56 H 5.752 -1.920 0.141  0.464
57 H 6.321 -0.348 -1.703  0.430
58 H 4.848 1.595 -2.225  0.498
59 H 2.678 1.893 -0.907  0.569
60 C -2.568 -1.142 3.072  -1.022
61 C -1.490 -0.147 3.318  0.392
62 N -0.497 0.274 2.506  0.219
63 C 0.222 1.264 3.221  -0.454
64 C -0.337 1.380 4.448  -0.709
65 N -1.403 0.486 4.478  0.005
66 H -2.324 -2.089 3.578  0.401
67 H -3.509 -0.747 3.489  0.475
68 H -2.716 -1.340 2.000  -0.173
69 H 1.042 1.805 2.767  0.508
70 H -0.063 1.995 5.287  0.425
71 H -2.035 0.316 5.266  0.248

Output
frontier orbital gap	8.01	eV
charge	+3
molar mass	607.48	g mol⁻¹
lowest unoccupied orbital energy	-9.31	eV
E_tot	-3269.4384	Ha

---

Below is a cluster of 5 separate species, C36H31BF32N2O8 in total in a non-equilibrium geometry, with properties calculated with wB97M-V/def2-TZVPD.

Last column: Mulliken charge in e.
Geometry (Å):
1 C -7.229 0.013 0.849  -0.889
2 C -5.874 -0.246 -0.088  0.507
3 C -5.626 0.769 -1.334  -0.261
4 N -4.448 0.730 -2.267  -0.520
5 C -3.523 -0.387 -1.874  0.232
6 C -2.132 -0.562 -2.754  -0.605
7 C -0.993 -1.745 -2.465  0.455
8 C 0.339 -1.706 -3.428  -0.509
9 O 0.801 -3.021 -3.898  -0.207
10 C 1.585 -2.691 -5.135  0.024
11 C 1.270 -3.525 -6.513  -0.434
12 C 2.089 -3.138 -7.888  -0.328
13 C 3.201 -1.933 -7.881  -0.591
14 C 3.578 -1.080 -6.498  -0.164
15 C 2.742 -1.485 -5.120  0.427
16 C -1.277 -2.841 -1.262  0.454
17 O -0.262 -3.891 -1.061  -0.497
18 B -0.888 -5.224 -0.870  0.716
19 O -0.421 -5.987 0.338  -0.517
20 O -1.933 -5.750 -1.772  -0.568
21 C -2.661 -2.647 -0.398  -0.345
22 C -3.777 -1.435 -0.657  0.320
23 N -4.964 -1.389 0.264  -0.495
24 H -8.200 -0.461 0.400  0.295
25 H -7.011 -0.265 1.964  0.193
26 H -7.384 1.196 0.827  0.308
27 H -6.434 1.620 -1.519  0.291
28 H -1.938 0.227 -3.626  0.194
29 H 1.146 -1.067 -2.867  0.189
30 H 0.023 -1.099 -4.406  0.473
31 H 0.450 -4.367 -6.453  0.318
32 H 1.850 -3.721 -8.877  0.286
33 H 3.752 -1.666 -8.899  0.262
34 H 4.370 -0.214 -6.504  0.338
35 H 3.001 -0.876 -4.130  -0.057
36 H -1.228 -5.967 0.961  0.313
37 H -1.989 -6.750 -1.753  0.342
38 H -2.896 -3.419 0.480  0.044
39 C -2.646 -0.179 3.163  -0.533
40 C -2.672 -1.350 4.158  0.866
41 C -3.931 -1.436 5.012  0.080
42 F -4.091 -0.346 5.798  -0.187
43 F -3.867 -2.504 5.852  -0.299
44 F -1.552 -1.310 4.928  -0.290
45 F -2.575 -2.503 3.424  -0.297
46 O -1.915 0.977 3.579  -0.445
47 C -2.644 1.906 4.381  0.752
48 C -2.046 2.074 5.783  0.200
49 F -2.041 0.899 6.465  -0.202
50 F -2.773 2.950 6.526  -0.240
51 F -3.950 1.551 4.405  -0.249
52 F -2.590 3.090 3.713  -0.300
53 H -2.105 -0.536 2.278  0.356
54 H -3.644 0.077 2.787  0.366
55 H -4.825 -1.556 4.394  0.213
56 H -1.015 2.438 5.730  0.221
57 C -5.097 2.448 9.473  -0.731
58 C -5.333 1.048 10.061  0.842
59 C -6.168 0.120 9.188  0.315
60 F -7.417 0.595 8.984  -0.221
61 F -6.316 -1.094 9.785  -0.284
62 F -5.866 1.169 11.306  -0.281
63 F -4.102 0.474 10.240  -0.318
64 O -5.957 3.482 9.956  -0.417
65 C -7.208 3.602 9.280  0.796
66 C -8.407 3.348 10.202  0.176
67 F -8.373 2.095 10.727  -0.211
68 F -9.580 3.453 9.524  -0.256
69 F -7.207 2.804 8.186  -0.261
70 F -7.252 4.879 8.811  -0.295
71 H -4.095 2.756 9.798  0.453
72 H -5.036 2.440 8.378  0.368
73 H -5.694 -0.047 8.216  0.078
74 H -8.423 4.061 11.033  0.238
75 C 4.189 5.270 -5.644  -0.692
76 C 3.858 4.446 -6.898  0.893
77 C 2.547 3.673 -6.828  0.065
78 F 2.545 2.756 -5.833  -0.158
79 F 2.336 2.983 -7.981  -0.284
80 F 4.903 3.623 -7.183  -0.247
81 F 3.781 5.323 -7.948  -0.339
82 O 5.100 4.667 -4.722  -0.392
83 C 4.511 3.783 -3.770  0.591
84 C 5.023 2.344 -3.901  0.418
85 F 4.745 1.827 -5.126  -0.190
86 F 4.429 1.526 -2.992  -0.284
87 F 3.162 3.871 -3.849  -0.258
88 F 4.846 4.281 -2.549  -0.302
89 H 4.714 6.168 -5.993  0.417
90 H 3.292 5.656 -5.145  0.321
91 H 1.695 4.345 -6.685  0.240
92 H 6.106 2.296 -3.753  0.208
93 C 7.166 -2.703 -2.375  -0.866
94 C 6.753 -1.408 -3.091  0.997
95 C 7.213 -1.303 -4.540  0.033
96 F 8.561 -1.313 -4.651  -0.236
97 F 6.795 -0.132 -5.090  -0.239
98 F 7.169 -0.339 -2.360  -0.303
99 F 5.384 -1.357 -3.073  -0.224
100 O 8.324 -2.615 -1.542  -0.413
101 C 9.573 -2.795 -2.210  0.757
102 C 10.470 -1.553 -2.133  0.183
103 F 9.879 -0.476 -2.710  -0.198
104 F 11.642 -1.752 -2.793  -0.256
105 F 9.348 -3.203 -3.481  -0.267
106 F 10.178 -3.840 -1.583  -0.296
107 H 6.352 -2.947 -1.680  0.428
108 H 7.210 -3.564 -3.053  0.343
109 H 6.806 -2.117 -5.147  0.316
110 H 10.698 -1.297 -1.094  0.239

Output
frontier orbital gap	7.01	eV
molar mass	1238.40	g mol⁻¹
SMILES	Cc1cnc2cc(COc3ccccc3)c(OB(O)O)cc2n1.FC(F)C(F)(F)COC(F)(F)C(F)F.FC(F)C(F)(F)COC(F)(F)C(F)F.FC(F)C(F)(F)COC(F)(F)C(F)F.FC(F)C(F)(F)COC(F)(F)C(F)F
lowest unoccupied orbital energy	-1.44	eV
E_tot	-5321.7683	Ha

---

Below is a structure of composition C28H45ClN4PbTe in a non-equilibrium geometry, with properties calculated with wB97M-V/def2-TZVPD.

Last column: Mulliken charge in e.
Geometry (Å):
1 Pb -0.439 0.723 0.040  0.569
2 Cl 0.734 2.035 -1.976  -0.605
3 C -4.055 3.052 0.970  -0.729
4 C -2.393 1.765 0.215  -0.190
5 N -2.690 2.904 0.879  0.643
6 H -5.623 1.851 -0.034  0.364
7 N -3.583 1.263 -0.193  0.374
8 H -4.481 3.872 1.507  0.388
9 C -1.689 3.799 1.564  3.049
10 C -2.379 5.107 1.946  -2.514
11 C -1.165 3.064 2.796  -1.830
12 H -3.128 4.992 2.745  0.404
13 H -1.597 5.787 2.310  0.544
14 H -2.841 5.586 1.072  0.386
15 H 0.012 4.971 1.092  0.462
16 H -0.862 4.397 -0.363  0.352
17 H -0.691 2.100 2.521  0.085
18 C -0.519 4.122 0.640  -1.768
19 H -1.985 2.839 3.505  0.261
20 H -0.396 3.695 3.276  0.369
21 H 0.215 3.306 0.580  -0.228
22 C -4.609 2.068 0.245  -0.760
23 C -3.429 -1.245 -0.336  -1.817
24 H -4.224 -1.461 0.394  0.328
25 H -3.412 -2.065 -1.078  0.538
26 C -3.723 0.060 -1.090  4.049
27 H -3.082 -0.301 -3.150  0.226
28 C -5.167 -0.075 -1.567  -2.656
29 H -5.539 0.798 -2.119  0.420
30 H -2.468 -1.240 0.195  -0.387
31 H -1.748 -0.210 -1.971  -0.042
32 H -5.854 -0.301 -0.735  0.381
33 H -5.187 -0.941 -2.248  0.559
34 C -2.725 0.251 -2.252  -2.085
35 H -2.582 1.330 -2.496  0.247
36 C 5.054 -0.504 -1.383  -0.535
37 N 4.044 0.033 -0.588  0.640
38 H 4.887 -2.199 -2.810  0.340
39 N 3.132 -1.535 -1.717  0.523
40 H 6.076 -0.159 -1.344  0.324
41 C 4.176 1.222 0.289  1.793
42 C 5.572 1.305 0.879  -2.083
43 C 3.996 2.478 -0.570  -1.370
44 H 6.326 1.493 0.104  0.449
45 H 5.589 2.162 1.560  0.469
46 H 5.852 0.416 1.446  0.401
47 H 3.201 1.830 2.122  0.387
48 H 2.959 0.104 1.730  0.370
49 H 2.945 2.583 -0.876  0.034
50 C 3.055 1.109 1.310  -1.283
51 H 4.634 2.426 -1.466  0.333
52 H 4.297 3.346 0.026  0.405
53 H 2.107 1.346 0.813  -0.221
54 C 4.475 -1.498 -2.102  -0.641
55 C 1.356 -1.526 -3.401  -1.495
56 H 2.081 -1.162 -4.143  0.340
57 H 0.612 -2.150 -3.911  0.432
58 C 2.049 -2.368 -2.326  2.111
59 H 0.318 -3.439 -1.661  0.570
60 C 2.699 -3.626 -2.879  -2.227
61 H 3.229 -4.165 -2.084  0.420
62 H 0.853 -0.658 -2.932  0.023
63 H 0.433 -1.776 -0.999  -0.236
64 H 3.394 -3.400 -3.696  0.465
65 H 1.918 -4.285 -3.275  0.448
66 C 1.007 -2.683 -1.257  -1.529
67 H 1.452 -3.079 -0.336  0.320
68 C 2.896 -0.603 -0.796  -0.454
69 Te -0.095 -0.869 2.680  -0.812
70 C -0.741 -2.814 2.418  0.485
71 C 0.234 -3.836 2.266  -0.547
72 C -0.196 -5.181 2.238  -0.608
73 C -1.553 -5.500 2.412  -0.292
74 C -2.486 -4.477 2.634  -0.662
75 C -2.113 -3.137 2.552  -0.122
76 H 1.275 -3.552 2.196  0.383
77 H 0.534 -5.972 2.107  0.288
78 H -1.871 -6.550 2.380  0.346
79 H -3.524 -4.737 2.880  0.261
80 H -2.835 -2.310 2.626  0.371

Output
frontier orbital gap (spin up / spin down)	2.22 / 2.04	eV
charge	-2
molar mass	807.95	g mol⁻¹
lowest unoccupied orbital energy (spin up / spin down)	4.41 / 4.51	eV
E_tot	-2233.8818	Ha

---

Below is a structure of composition C16H32BeF3N2O14 in a non-equilibrium geometry, with properties calculated with wB97M-V/def2-TZVPD.

Last column: Mulliken charge in e.
Geometry (Å):
1 Be -0.545 -0.639 -0.287  1.772
2 C 2.014 -1.448 -2.793  -0.120
3 O 2.692 -1.381 -1.515  0.217
4 O 0.636 -1.298 -2.483  -0.347
5 C 2.677 -0.517 -3.867  0.418
6 F 1.901 -0.333 -5.019  -0.284
7 F 3.006 0.666 -3.375  -0.189
8 F 3.820 -1.112 -4.278  -0.237
9 C 4.005 -1.814 -1.460  -0.308
10 C 4.380 -1.590 0.000  -1.078
11 H 4.620 -0.549 0.214  0.290
12 H 3.677 -1.975 0.739  0.132
13 H 5.255 -2.184 0.264  0.446
14 H 4.612 -1.109 -2.029  0.227
15 H 4.184 -2.857 -1.720  0.372
16 H 2.069 -2.483 -3.133  0.464
17 N -3.347 -2.391 -2.045  0.782
18 O -3.292 -3.115 -3.042  -0.664
19 O -2.558 -1.519 -1.822  -0.457
20 O -4.311 -2.577 -1.328  -0.627
21 N 1.658 -0.933 2.701  0.653
22 O 0.974 -0.746 1.708  -0.251
23 O 1.304 -1.890 3.408  -0.673
24 O 2.651 -0.245 2.922  -0.670
25 C 0.824 -3.943 0.326  -0.722
26 O -0.435 -3.237 0.397  -0.200
27 C -1.075 -3.512 1.594  -0.517
28 C -2.501 -2.801 1.687  -0.860
29 O -2.449 -1.417 1.374  0.194
30 C -3.671 -0.619 1.567  -0.686
31 H 0.620 -5.011 0.390  0.392
32 H 1.516 -3.573 1.082  0.279
33 H 1.350 -3.764 -0.613  0.095
34 H -0.465 -3.170 2.430  0.246
35 H -1.263 -4.577 1.730  0.477
36 H -2.992 -2.979 2.644  0.411
37 H -3.181 -3.284 0.985  0.397
38 H -3.497 0.358 1.116  -0.039
39 H -3.820 -0.416 2.628  0.331
40 H -4.496 -1.092 1.035  0.322
41 C 2.255 1.757 -0.369  -0.709
42 O 0.868 1.531 -0.595  0.491
43 C 0.345 2.172 -1.799  -0.512
44 C -1.192 2.428 -1.797  -0.931
45 O -1.933 1.263 -1.364  0.090
46 C -3.341 1.498 -1.502  -1.017
47 H 2.513 1.407 0.631  0.139
48 H 2.519 2.813 -0.436  0.438
49 H 2.890 1.197 -1.055  -0.029
50 H 0.501 1.581 -2.701  0.076
51 H 0.718 3.185 -1.956  0.442
52 H -1.463 2.672 -2.824  0.619
53 H -1.367 3.305 -1.173  0.323
54 H -3.671 2.160 -0.701  0.325
55 H -3.934 0.608 -1.291  0.203
56 H -3.620 1.797 -2.512  0.328
57 O -1.026 1.336 1.465  -0.336
58 C -0.974 2.471 1.897  0.126
59 O -2.055 3.352 1.807  -0.391
60 C -1.755 4.650 2.268  -0.483
61 C -0.385 4.512 3.009  -0.675
62 C 0.239 3.180 2.515  -0.060
63 H -2.425 5.208 2.922  0.325
64 H -1.690 5.346 1.432  0.297
65 H -0.403 4.499 4.099  0.317
66 H 0.236 5.362 2.726  0.329
67 H 0.512 2.515 3.334  0.320
68 H 1.090 3.272 1.840  -0.033

Output
frontier orbital gap (spin up / spin down)	5.51 / 3.73	eV
spin multiplicity	2
molar mass	542.44	g mol⁻¹
lowest unoccupied orbital energy (spin up / spin down)	-2.24 / -4.02	eV
E_tot	-2105.5110	Ha